(1)
Molecular formula: C4H5O6V
Method: DFT, ωB97M-V/def2-TZVPD

Each line ends with the Mulliken charge.
Cartesian coordinates (Å):
O: -1.5692 2.5198 0.2090  -0.65
C: -1.6292 1.3878 0.7752  1.05
O: -2.0955 1.2967 1.9485  -0.62
O: -1.3204 0.3075 0.1050  -0.18
V: -2.4634 3.1343 1.7415  1.17
C: -0.2315 0.2428 -0.8022  -0.10
C: 1.1532 -0.1505 -1.1703  -0.56
H: -0.7776 0.2584 -1.7576  0.27
H: 0.6028 1.1481 -0.4066  0.13
H: 1.1160 -0.9701 -1.8997  0.34
O: 1.8117 -1.0485 0.1077  -0.42
C: 0.9586 -1.9009 0.5556  0.77
O: -0.1950 -1.9759 0.0902  -0.59
O: 1.1442 -2.1744 1.8391  -0.42
H: 0.8854 -3.0889 2.0111  0.38
H: 1.6746 0.6183 -1.7526  0.43

Computed properties:
Relative energy (zero: lowest compared OMol25 entry of this formula, charge and spin) = 42.42 kcal/mol
Gap between HOMO and LUMO (alpha / beta) = 0.269 / 0.263 Ha
Total charge = +1
<S²> = 3.759
Spin multiplicity = 4
Maximum force = 8.682 eV/A

(2)
Molecular formula: C4H5OPS
Method: DFT, ωB97M-V/def2-TZVPD

Each line ends with the Mulliken charge.
Cartesian coordinates (Å):
C: -0.5580 -0.2404 0.9045  -0.21
C: -1.1686 -0.7739 -0.3458  0.10
C: 0.6627 0.2150 1.0820  -0.21
C: -0.7429 -0.8688 -1.5212  -0.64
O: 2.3127 1.6810 -0.7793  -0.53
P: 1.8899 0.0932 -0.3626  0.33
S: 3.4726 -0.8886 0.1425  -0.36
H: -1.1522 -0.5958 1.7469  0.26
H: -2.0849 -1.4049 0.0354  0.15
H: 1.0346 0.4096 2.1136  0.34
H: -0.5120 -0.9512 -2.5375  0.43
H: 3.1525 2.2205 -0.6177  0.32

Computed properties:
Relative energy (zero: lowest compared OMol25 entry of this formula, charge and spin) = 93.51 kcal/mol
Gap between HOMO and LUMO (alpha / beta) = 0.243 / 0.293 Ha
Spin multiplicity = 1
Maximum force = 4.472 eV/A